Below is C27H31CaN6OS2 as an isolated structure, with properties calculated with ωB97M-V/def2-TZVPD.

Each line ends with the natural charge from an NBO analysis.
Cartesian coordinates (Å):
Ca -0.399 1.787 0.879  1.77
C 3.506 2.126 -3.442  -0.62
C 4.011 3.082 -2.370  -0.22
N 2.933 3.696 -1.611  -0.59
C 2.269 3.085 -0.613  0.32
S 1.045 4.069 0.173  -0.55
N 2.645 1.851 -0.331  -0.49
N 1.926 1.297 0.680  -0.34
C 2.375 0.250 1.269  0.21
C 3.674 -0.415 0.932  -0.69
C 1.565 -0.275 2.403  0.17
C 1.949 -1.455 3.036  -0.24
C 1.230 -1.911 4.128  -0.14
C 0.141 -1.179 4.567  -0.26
C -0.188 -0.028 3.871  0.06
N 0.490 0.422 2.819  -0.53
H 4.343 1.691 -3.989  0.22
H 2.867 2.647 -4.157  0.20
H 2.938 1.316 -2.984  0.21
H 4.588 3.890 -2.820  0.21
H 4.666 2.556 -1.675  0.21
H 2.684 4.655 -1.784  0.42
H 4.170 0.139 0.142  0.26
H 3.510 -1.442 0.594  0.22
H 4.326 -0.456 1.806  0.23
H 2.802 -2.011 2.678  0.23
H 1.522 -2.824 4.630  0.23
H -0.446 -1.480 5.422  0.23
H -1.041 0.565 4.183  0.19
N -0.828 2.150 -1.784  -0.90
C -2.203 2.238 -2.110  0.14
C -2.651 2.102 -3.398  -0.24
C -4.021 2.186 -3.717  -0.18
C -4.944 2.429 -2.744  -0.20
C -4.525 2.555 -1.399  -0.09
C -5.438 2.799 -0.348  -0.09
C -4.992 2.858 0.939  -0.26
C -3.623 2.645 1.178  0.07
N -2.733 2.461 0.230  -0.55
C -3.157 2.427 -1.067  0.19
H -0.458 3.028 -1.393  0.41
H -0.276 1.965 -2.613  0.39
H -1.931 1.955 -4.195  0.22
H -4.327 2.080 -4.749  0.23
H -5.996 2.525 -2.978  0.23
H -6.486 2.933 -0.584  0.23
H -5.660 3.041 1.769  0.24
H -3.260 2.648 2.202  0.19
C 1.333 -6.190 2.172  -0.64
C 0.882 -4.967 1.425  0.02
C -0.273 -4.283 1.801  -0.20
C -0.682 -3.143 1.130  -0.22
C 0.073 -2.686 0.062  -0.22
C 1.235 -3.338 -0.325  -0.22
C 1.629 -4.480 0.353  -0.20
S -0.370 -1.190 -0.783  1.27
C -1.721 -1.763 -1.809  -0.81
O -1.064 -0.336 0.255  -1.08
H 0.532 -6.597 2.786  0.22
H 2.171 -5.951 2.829  0.23
H 1.669 -6.967 1.486  0.23
H -0.859 -4.652 2.634  0.22
H -1.566 -2.600 1.440  0.24
H 1.829 -2.954 -1.146  0.23
H 2.530 -4.999 0.050  0.23
H -2.485 -2.220 -1.183  0.24
H -1.336 -2.478 -2.535  0.25
H -2.114 -0.883 -2.316  0.25

Cartesian forces, eV/Å:
0.0 0.0 -0.1
0.0 0.0 0.0
0.0 0.0 0.0
0.0 -0.1 0.0
0.0 0.2 0.0
-0.1 -0.1 0.0
0.0 -0.1 0.0
-0.1 -0.1 0.0
0.1 0.0 0.0
0.0 0.0 -0.1
0.1 -0.1 0.0
-0.1 0.0 0.1
0.0 0.0 0.0
0.0 0.0 0.0
-0.1 0.0 0.0
0.0 0.0 -0.2
0.0 0.0 0.0
0.0 0.0 0.0
0.0 0.0 0.0
0.0 0.0 0.0
0.0 0.0 0.0
0.0 0.0 0.0
0.0 0.0 0.0
0.0 0.0 0.0
0.0 0.0 0.0
0.0 0.0 0.0
0.0 0.0 0.0
0.0 0.0 0.0
0.0 0.0 0.0
0.1 0.2 0.2
0.0 0.0 -0.1
0.0 0.0 0.0
0.0 0.0 0.0
0.0 0.0 0.0
0.0 0.0 0.0
0.0 0.0 0.0
0.0 -0.1 0.0
0.0 0.2 0.0
0.2 0.0 0.1
-0.1 0.0 -0.1
-0.1 0.0 -0.1
0.0 -0.1 0.1
0.0 0.0 0.0
0.0 0.0 0.0
0.0 0.0 0.0
0.0 0.0 0.0
0.0 0.0 0.0
0.0 0.0 0.0
0.0 0.0 0.0
0.0 0.0 0.0
0.0 0.0 0.0
0.0 0.0 0.0
0.1 0.0 0.0
0.0 0.0 0.0
0.0 0.0 0.0
-0.1 0.0 -0.1
0.1 -0.1 0.0
0.0 0.1 0.1
0.0 0.0 0.0
0.0 0.0 0.0
0.0 0.0 0.0
0.0 0.0 0.0
0.0 0.0 0.0
0.0 0.0 0.0
0.0 0.0 0.0
0.0 0.0 0.0
0.0 0.0 0.0
0.0 0.0 0.0

Energy relative to the best compared isomer or geometry (same formula, charge and spin) in kcal/mol: 3.3
HOMO level in eV: -10.1
Total charge: +1
LUMO level in eV: -2.616

=====

Below is C27H31Cl3LaN6O4S2Si as an isolated structure, with properties calculated with ωB97M-V/def2-TZVPD.

Each line ends with the Mulliken charge.
Cartesian coordinates (Å):
La -0.407 0.220 -1.114  2.18
O -0.300 -1.394 -2.814  -0.58
C -0.675 -2.638 -3.013  0.57
C 0.116 -3.467 -3.833  -0.46
C -0.054 -4.831 -3.936  -0.56
C -1.181 -5.382 -3.276  -0.54
C -2.080 -4.562 -2.670  -0.38
C -1.841 -3.192 -2.488  -0.01
C -2.924 -2.328 -1.868  -0.67
N -2.792 -1.195 -1.337  0.16
C -3.999 -0.432 -0.981  -0.89
C -3.728 0.743 -0.105  -0.94
N -2.735 1.589 -0.692  0.45
C -3.097 2.724 -1.147  -0.60
C -2.246 3.697 -1.770  0.71
C -2.678 5.056 -1.725  -0.62
C -1.929 6.133 -2.224  -0.91
C -0.723 5.800 -2.850  -0.25
C -0.237 4.494 -2.903  -0.57
C -0.966 3.413 -2.381  0.53
O -0.544 2.183 -2.479  -0.54
H 0.924 -2.944 -4.306  0.37
H 0.617 -5.465 -4.526  0.38
H -1.381 -6.462 -3.308  0.34
H -3.014 -4.964 -2.313  0.37
H -3.957 -2.703 -2.065  0.28
H -4.720 -1.115 -0.556  0.60
H -4.388 -0.077 -1.960  0.34
H -3.320 0.429 0.859  0.18
H -4.724 1.239 0.093  0.41
H -4.121 3.122 -0.971  0.09
H -3.697 5.220 -1.307  0.21
H -2.266 7.172 -2.271  0.34
H -0.156 6.557 -3.444  0.29
H 0.674 4.294 -3.348  0.58
N -0.242 -2.858 0.247  -0.61
N 1.144 -3.153 0.465  0.17
C 1.548 -4.292 1.069  0.24
N 2.926 -4.442 1.000  -0.43
S 0.508 -5.376 1.775  -0.42
H -0.542 -2.590 1.179  0.26
H -0.782 -3.707 -0.049  0.26
H 1.836 -2.579 -0.012  0.18
H 3.426 -3.562 0.879  0.21
H 3.286 -4.995 1.738  0.23
C -0.554 0.771 5.282  -1.11
Si 1.167 0.903 4.508  0.46
C 1.849 -0.839 4.308  -0.79
C 2.373 1.663 5.763  -1.27
C 1.340 1.798 2.836  -0.06
C 2.217 2.811 2.666  0.15
C 2.385 3.443 1.419  -1.31
C 1.565 3.007 0.377  -0.36
N 0.717 1.997 0.497  0.04
C 0.556 1.378 1.690  0.13
S -0.625 0.183 1.787  -0.52
H -1.380 0.242 4.780  0.30
H -0.936 1.780 5.428  0.34
H -0.446 0.358 6.283  0.33
H 2.874 -0.886 4.723  0.36
H 1.862 -1.180 3.259  -0.01
H 1.276 -1.627 4.898  0.30
H 2.518 0.875 6.475  0.34
H 2.009 2.564 6.251  0.31
H 3.310 1.840 5.257  0.34
H 2.759 3.128 3.519  0.41
H 3.116 4.193 1.243  0.43
H 1.577 3.339 -0.622  0.56
Cl 2.961 0.820 -3.623  -0.13
C 3.656 -0.567 -2.776  0.82
Cl 3.764 -1.904 -3.939  -0.16
Cl 5.289 -0.184 -2.221  -0.17
C 2.916 -1.008 -1.464  -0.33
O 3.258 -2.047 -0.910  -0.75
O 2.067 -0.230 -0.960  -0.61

Cartesian forces, eV/Å:
0.2 -0.2 -0.5
-0.4 -0.7 -0.2
0.6 1.1 0.0
0.6 -0.4 -0.1
-0.8 0.2 0.5
0.6 -1.2 -0.9
-0.5 0.6 0.4
-1.7 0.8 0.8
0.3 -1.5 -1.5
0.8 1.1 0.8
0.1 -0.9 -1.7
-0.9 0.3 1.1
-0.1 0.3 -0.8
-0.2 0.3 0.6
1.0 2.0 -0.6
-0.5 -0.1 0.0
-0.2 -0.9 -0.3
0.7 -0.1 -0.8
-1.9 1.1 0.8
-0.8 -1.1 0.6
0.1 0.5 0.1
0.4 0.0 -0.2
-0.2 0.3 0.3
0.1 0.5 -0.1
-0.2 -0.2 0.2
0.4 -0.1 0.4
-0.4 -0.1 0.3
-0.1 0.0 0.5
-0.2 -0.2 0.0
0.9 -0.1 -0.2
0.2 -0.5 0.0
0.8 0.1 -0.2
-0.2 -0.5 0.3
-0.4 -0.4 0.9
1.7 -0.4 -1.0
0.7 0.0 0.2
-1.2 -1.1 0.0
0.4 1.0 -0.6
-0.7 0.7 0.0
0.0 -0.3 0.2
-0.6 -0.1 -0.1
1.0 0.8 0.4
-0.1 0.1 -0.3
0.0 -0.3 -0.3
0.3 -0.6 0.5
-0.4 0.6 -0.1
-0.1 -0.8 -0.4
-0.1 -1.3 0.5
-1.0 0.2 -0.7
-1.8 -1.5 0.0
0.3 0.8 -1.2
-1.0 -0.7 -0.4
0.8 -0.6 1.2
-0.6 -0.5 1.0
1.4 1.7 0.5
-1.0 -1.2 0.5
0.8 0.0 -0.1
-0.1 0.3 0.1
0.1 -0.2 0.2
-0.3 0.1 -0.4
0.0 0.1 0.4
0.5 1.0 -0.7
0.2 -0.3 0.7
0.1 0.1 0.1
0.4 0.2 0.0
0.7 0.5 0.6
0.4 0.6 0.0
0.5 1.0 -1.0
-0.2 -0.1 0.4
0.0 -0.3 -0.1
-0.1 -0.1 0.1
0.4 0.3 0.0
-0.9 0.2 1.3
1.0 -0.6 -0.8
-0.4 0.7 -1.0

Energy relative to the best compared isomer or geometry (same formula, charge and spin) in kcal/mol: 7.7
HOMO level in eV: -5.3
Total charge: -1
LUMO level in eV: 2.326

=====

Below is an isolated ion of composition C27H31F3N5O4 and charge +1, with properties calculated with ωB97M-V/def2-TZVPD.

Each line ends with the natural charge from an NBO analysis.
Cartesian coordinates (Å):
C 4.966 -1.038 -1.603  -0.63
C 4.047 -2.249 -1.588  -0.21
N 2.608 -1.894 -1.538  -0.42
H 2.462 -1.332 -0.651  0.49
C 2.177 -1.092 -2.703  -0.23
C 0.680 -0.794 -2.632  -0.24
N -0.026 -2.056 -2.628  -0.45
C 0.292 -2.759 -1.402  -0.25
C 1.775 -3.114 -1.437  -0.22
H 1.972 -3.736 -2.313  0.22
H 2.055 -3.660 -0.536  0.22
H -0.277 -3.685 -1.354  0.24
H 0.066 -2.155 -0.509  0.21
C -1.430 -2.030 -3.001  -0.24
C -2.362 -1.351 -2.018  -0.05
C -2.322 0.035 -1.890  -0.13
C -3.104 0.717 -0.983  -0.23
C -3.967 0.016 -0.144  0.16
C -4.074 -1.363 -0.304  -0.21
C -3.287 -2.037 -1.226  -0.13
C -3.521 -3.517 -1.383  0.98
F -2.435 -4.262 -1.076  -0.34
F -4.503 -3.977 -0.605  -0.31
F -3.849 -3.854 -2.643  -0.32
H -4.784 -1.912 0.297  0.24
N -4.778 0.632 0.799  -0.61
C -4.641 1.810 1.487  0.66
O -5.576 2.252 2.114  -0.56
C -3.303 2.472 1.513  -0.14
C -2.126 1.738 1.657  -0.19
C -0.933 2.421 1.811  0.13
C -0.890 3.813 1.840  -0.32
C -2.066 4.542 1.699  0.32
C -3.273 3.854 1.541  -0.16
H -4.189 4.418 1.461  0.24
O -2.149 5.885 1.706  -0.48
C -0.982 6.651 1.909  -0.26
H -0.252 6.488 1.110  0.18
H -0.525 6.434 2.879  0.18
H -1.307 7.689 1.891  0.22
H 0.060 4.307 1.975  0.22
N 0.281 1.718 1.981  -0.58
C 0.631 0.586 1.335  0.65
O -0.027 0.018 0.485  -0.60
C 1.959 0.054 1.756  0.09
N 2.661 -0.693 0.933  -0.17
O 3.783 -1.082 1.590  -0.26
C 3.770 -0.577 2.832  0.38
C 2.629 0.166 2.996  -0.35
H 2.312 0.680 3.878  0.25
C 4.894 -0.885 3.739  -0.67
H 4.822 -0.283 4.640  0.25
H 5.843 -0.691 3.243  0.25
H 4.873 -1.939 4.014  0.25
H 0.976 2.178 2.552  0.41
H -2.139 0.662 1.672  0.23
H -5.650 0.156 1.007  0.42
H -3.060 1.793 -0.936  0.23
H -1.679 0.603 -2.544  0.20
H -1.723 -3.066 -3.170  0.23
H -1.494 -1.510 -3.961  0.22
H 0.403 -0.225 -3.521  0.22
H 0.465 -0.191 -1.735  0.21
H 2.739 -0.159 -2.723  0.22
H 2.388 -1.668 -3.607  0.22
H 4.220 -2.864 -2.475  0.22
H 4.262 -2.850 -0.702  0.22
H 4.930 -0.509 -2.551  0.22
H 5.988 -1.373 -1.453  0.24
H 4.715 -0.352 -0.800  0.22

Cartesian forces, eV/Å:
-0.1 -0.1 -0.1
0.6 0.1 0.0
-0.1 0.1 0.1
0.1 -0.3 -0.4
-0.4 0.5 -0.4
0.2 -0.1 0.0
0.2 0.0 0.0
0.2 -0.1 -0.1
-0.6 -0.4 0.2
0.1 0.1 0.1
0.1 0.1 0.0
0.1 0.0 0.0
0.0 -0.1 0.0
-0.1 0.0 -0.1
-0.1 -0.1 0.1
-0.1 -0.2 0.0
-0.2 -0.1 0.0
0.4 -0.3 -0.6
0.1 0.1 0.0
-0.1 0.1 0.0
0.0 -0.4 -0.1
0.2 0.1 0.1
-0.2 0.1 0.2
0.0 0.2 -0.2
0.0 -0.1 0.1
-0.5 -0.2 0.3
-0.1 -0.1 0.0
0.0 0.2 0.0
0.4 0.4 0.3
0.1 0.1 0.1
-0.6 0.1 -0.1
0.0 0.2 0.0
-0.1 -0.4 0.0
0.0 0.0 -0.1
-0.1 0.1 0.0
-0.3 -0.1 0.0
0.2 0.1 0.0
0.0 0.0 0.0
0.0 0.0 0.0
0.1 -0.1 0.0
0.1 0.1 0.0
0.2 0.2 0.3
-0.1 0.0 -0.3
0.0 0.0 0.1
0.8 -0.5 0.2
-0.8 0.4 -0.1
0.3 -0.1 0.3
-0.7 0.6 0.3
0.5 -0.4 -0.3
0.0 0.1 0.2
0.1 -0.2 -0.2
0.0 0.0 0.0
0.1 0.0 0.0
0.0 0.0 0.1
0.0 -0.2 -0.1
0.0 -0.1 0.0
0.1 0.2 0.0
0.0 0.1 0.0
0.1 0.1 -0.1
0.0 0.1 -0.1
0.0 -0.1 0.0
0.1 0.0 0.0
0.0 0.0 -0.2
0.1 -0.1 0.1
0.1 0.0 0.1
-0.2 0.0 0.1
-0.2 0.0 -0.1
0.0 0.1 -0.1
0.1 0.0 0.0
0.0 0.1 0.1

HOMO level in eV: -10.7
SMILES: CC[NH+]1CCN(Cc2ccc(NC(=O)c3cc(NC(=O)c4cc(C)on4)cc(OC)c3)cc2C(F)(F)F)CC1
Total charge: +1
LUMO level in eV: -2.726